1.
A structure of composition C50H28Br4FN4O2W. Source: the OMol25 dataset; level of theory: ωB97M-V/def2-TZVPD.

Each line ends with the Mulliken charge.
Geometry (Å):
W1 0.240 0.263 1.015  1.3673
C1 -2.894 5.495 -4.069  -0.4112
C2 -2.035 6.025 -3.117  -0.8338
C3 -1.221 5.189 -2.369  -0.4019
C4 -1.248 3.807 -2.568  0.4848
C5 -2.141 3.281 -3.507  0.0097
C6 -2.947 4.120 -4.259  -1.1478
C7 -0.410 2.946 -1.730  0.7085
C8 0.018 1.697 -2.067  0.4484
C9 0.356 1.317 -3.429  -2.2060
C10 1.300 0.370 -3.349  -1.5615
C11 1.421 -0.023 -1.948  0.7727
C12 2.248 -1.074 -1.514  1.7447
C13 3.577 -1.380 -2.097  0.1144
C14 4.648 -1.440 -1.200  -0.0478
C15 5.938 -1.696 -1.632  -1.0843
C16 6.195 -1.898 -2.981  -0.5057
C17 5.143 -1.853 -3.882  -0.8344
C18 3.849 -1.601 -3.446  -0.2860
C19 1.753 -1.901 -0.505  -0.3123
N1 0.564 -1.647 0.085  0.0056
C20 0.199 -2.822 0.760  0.3937
C21 -1.028 -3.032 1.324  1.2035
C22 -1.331 -4.333 1.968  -0.4767
C23 -0.662 -4.690 3.136  -0.0022
C24 -0.933 -5.901 3.755  -0.7595
C25 -1.877 -6.764 3.217  -0.3289
C26 -2.548 -6.413 2.054  -0.8139
C27 -2.276 -5.204 1.431  -0.2094
C28 -2.013 -2.017 1.283  0.0568
C29 -3.399 -2.091 1.451  -1.2882
C30 -3.915 -0.820 1.168  -1.1818
C31 -2.823 -0.010 0.874  0.7038
N2 -1.668 -0.724 0.948  0.2654
C32 -2.615 1.403 0.667  1.0538
C33 -1.311 1.701 0.679  0.3159
C34 0.630 2.530 1.314  0.0662
C35 1.266 3.134 0.158  -1.0185
C36 0.045 3.320 -0.402  -0.0967
N3 -0.725 2.985 0.765  -0.1154
C37 -3.708 2.399 0.560  -0.7760
C38 -4.097 3.142 1.672  -0.0635
C39 -5.086 4.108 1.562  -0.8292
C40 -5.697 4.346 0.339  -0.3893
C41 -5.316 3.610 -0.774  -0.7851
C42 -4.331 2.641 -0.661  -0.0625
C43 1.265 -3.775 0.618  -1.4367
C44 2.232 -3.215 -0.143  -1.3470
N4 0.603 0.739 -1.172  0.7075
H1 -3.534 6.148 -4.648  0.3939
H2 -2.003 7.094 -2.949  0.3995
H3 -0.558 5.595 -1.616  0.4394
H4 -2.232 2.208 -3.613  0.4729
H5 -3.638 3.696 -4.977  0.3716
H6 0.026 1.846 -4.307  0.5474
H7 1.827 -0.081 -4.168  0.1997
H8 4.464 -1.251 -0.149  0.5885
H9 6.744 -1.717 -0.908  0.4332
H10 7.203 -2.090 -3.326  0.3820
H11 5.321 -2.026 -4.936  0.3803
H12 3.051 -1.625 -4.174  0.4212
H13 0.067 -4.004 3.549  0.3912
H14 -0.407 -6.168 4.663  0.4017
H15 -2.089 -7.709 3.703  0.3720
H16 -3.281 -7.085 1.625  0.3564
H17 -2.788 -4.930 0.517  0.5391
H18 -3.955 -2.978 1.709  0.6096
H19 -4.946 -0.508 1.188  0.6057
H20 0.836 2.699 2.369  0.4909
H21 2.283 3.252 -0.175  0.4311
H22 -3.602 2.964 2.618  0.5015
H23 -5.373 4.683 2.434  0.3846
H24 -6.463 5.107 0.252  0.3809
H25 -5.778 3.797 -1.735  0.3856
H26 -4.023 2.071 -1.529  0.4599
H27 1.242 -4.777 1.016  0.5429
H28 3.142 -3.666 -0.501  0.6196
Br1 5.464 -1.787 5.377  -0.2130
C45 4.484 -1.012 3.958  0.2501
C46 5.095 -0.111 3.096  0.5116
Br2 6.909 0.367 3.315  -0.2036
C47 4.357 0.452 2.045  -0.2684
Br3 5.094 1.671 0.810  -0.1361
C48 3.034 0.098 1.868  -0.5907
O1 2.254 0.549 0.901  -0.2625
C49 2.393 -0.800 2.755  0.2957
O2 1.138 -1.033 2.503  -0.7797
C50 3.137 -1.353 3.793  -0.1186
Br4 2.244 -2.571 4.923  -0.1423
F1 -0.374 0.736 2.748  -0.6544

Cartesian forces (eV/Å) of the 2 atoms listed first:
W -0.257 -0.389 0.292
C -0.036 -0.013 -0.041

* frontier orbital gap (spin up / spin down): 5.25 / 5.25 eV
* calculated total energy: -347074.19174 eV
* highest occupied orbital energy (spin up / spin down): -4.10 / -4.10 eV
* E_LUMO (spin up / spin down): 1.15 / 1.15 eV
* total charge: -1

2.
A structure of composition C50H32Cl4IrN5 in a non-equilibrium geometry. Source: the OMol25 dataset; level of theory: ωB97M-V/def2-TZVPD.

Each line ends with the Mulliken charge.
Geometry (Å):
Ir1 -0.035 0.065 0.013  1.3264
Cl1 -9.087 -2.450 -1.043  -0.2141
C1 -7.424 -1.973 -0.910  0.2948
C2 -6.920 -1.579 0.319  -1.0176
C3 -5.590 -1.204 0.417  -0.0905
C4 -4.752 -1.218 -0.698  -0.0006
C5 -5.285 -1.616 -1.921  -0.3028
C6 -6.613 -1.998 -2.032  -1.0446
C7 -3.324 -0.821 -0.551  1.2130
C8 -2.332 -1.719 -0.942  0.1606
C9 -2.578 -3.012 -1.527  -1.4489
C10 -1.379 -3.588 -1.745  -1.5476
C11 -0.372 -2.673 -1.267  1.0777
C12 0.979 -3.003 -1.146  1.1726
C13 1.398 -4.359 -1.603  -0.4346
C14 1.258 -4.761 -2.928  -0.2657
C15 1.632 -6.034 -3.331  -0.8839
C16 2.152 -6.917 -2.400  0.3082
Cl2 2.642 -8.504 -2.903  -0.2168
C17 2.270 -6.554 -1.069  -0.9591
C18 1.892 -5.279 -0.679  -0.2244
C19 1.916 -2.230 -0.465  0.8078
N1 1.677 -1.017 0.121  -0.3839
C20 2.830 -0.654 0.758  0.0029
C21 3.029 0.502 1.501  1.1043
C22 4.308 0.616 2.264  -0.6488
C23 4.417 -0.011 3.502  0.2532
C24 5.584 0.083 4.244  -0.9597
C25 6.657 0.795 3.732  0.4406
Cl3 8.125 0.908 4.651  -0.2140
C26 6.574 1.412 2.495  -1.0597
C27 5.394 1.328 1.770  0.3137
C28 2.103 1.524 1.635  -0.0337
C29 2.334 2.740 2.368  -1.4714
C30 1.203 3.471 2.288  -1.4482
C31 0.252 2.709 1.515  0.8414
N2 0.835 1.538 1.111  -0.1640
C32 -1.086 3.056 1.337  1.2485
C33 -2.048 2.218 0.783  0.3766
C34 -3.441 2.550 0.654  -1.7680
C35 -4.071 1.456 0.177  -1.0523
C36 -3.071 0.441 -0.021  0.2453
N3 -1.840 0.941 0.324  -0.0852
C37 -1.549 4.333 1.956  -0.2558
C38 -2.485 4.309 2.989  -0.2690
C39 -2.856 5.473 3.642  -0.9741
C40 -2.287 6.676 3.258  0.3236
Cl4 -2.741 8.138 4.077  -0.2151
C41 -1.364 6.728 2.228  -0.8455
C42 -0.998 5.556 1.583  -0.2487
C43 3.844 -1.650 0.532  -1.2882
C44 3.287 -2.612 -0.231  -1.4938
N4 -0.981 -1.540 -0.801  -0.2952
H1 -7.561 -1.569 1.189  0.4172
H2 -5.185 -0.915 1.378  0.4974
H3 -4.660 -1.613 -2.806  0.5776
H4 -7.018 -2.310 -2.985  0.4204
H5 -3.545 -3.434 -1.732  0.6382
H6 -1.181 -4.559 -2.162  0.5344
H7 0.860 -4.066 -3.657  0.5701
H8 1.528 -6.338 -4.363  0.4178
H9 2.650 -7.261 -0.344  0.4156
H10 1.961 -4.997 0.364  0.5541
H11 3.575 -0.574 3.886  0.5166
H12 5.662 -0.391 5.213  0.4236
H13 7.426 1.950 2.102  0.4132
H14 5.317 1.818 0.807  0.5093
H15 3.255 2.990 2.867  0.5171
H16 1.015 4.435 2.728  0.4702
H17 -3.879 3.507 0.880  0.5925
H18 -5.121 1.353 -0.033  0.6193
H19 -2.907 3.360 3.296  0.5353
H20 -3.565 5.444 4.458  0.4091
H21 -0.924 7.674 1.943  0.4229
H22 -0.285 5.590 0.769  0.5393
H23 4.853 -1.591 0.906  0.5360
H24 3.755 -3.511 -0.592  0.6122
C45 -1.721 0.339 -3.070  -0.9769
C46 -0.265 0.652 -3.040  0.5499
C47 0.493 0.917 -4.146  -1.2122
C48 1.799 1.235 -3.699  -1.1183
C49 1.796 1.155 -2.336  0.3447
C50 2.966 1.474 -1.471  -0.8591
N5 0.528 0.787 -1.906  0.7574
H25 -2.145 0.686 -4.011  0.5457
H26 -2.240 0.819 -2.244  0.1142
H27 -1.901 -0.733 -3.004  0.1891
H28 0.123 0.899 -5.159  0.4908
H29 2.646 1.525 -4.301  0.4813
H30 3.713 2.000 -2.063  0.5031
H31 3.423 0.573 -1.069  0.1848
H32 2.675 2.093 -0.623  0.1600

Cartesian forces (eV/Å) of the 2 atoms listed first:
Ir 0.441 0.268 -1.124
Cl -0.012 0.002 -0.001

* frontier orbital gap: 5.41 eV
* calculated total energy: -112751.15903 eV
* highest occupied orbital energy: -6.86 eV
* E_LUMO: -1.45 eV
* total charge: 0